Computed, not measured: C24H46Br2FIN2O5S2 as an isolated structure at a distorted geometry, with ωB97M-V/def2-TZVPD.

Properties
E_tot   -7769.55143 hartree
F_max   1.73 eV/Å
E_HOMO   -8.8613 eV
Lowest unoccupied orbital energy   -0.2 eV
Kohn-Sham gap   8.6 eV

Cartesian coordinates (Å):
C 0.192 4.146 -3.216
C -0.462 3.527 -2.428
C -1.206 2.697 -1.428
C -1.714 3.766 -0.426
C -2.398 3.389 0.876
F -0.690 4.660 -0.118
C -2.378 2.010 -2.278
S -3.211 3.202 -3.435
C -3.501 1.302 -1.437
C -4.123 0.127 -2.221
C -4.717 2.181 -1.008
C -5.522 1.513 0.145
C -5.482 2.246 1.496
C -1.767 1.103 -3.336
O -1.048 -0.014 -2.784
S 0.370 0.441 -2.207
O 0.895 -0.737 -1.596
O 1.182 1.027 -3.222
C -0.080 1.703 -0.921
I -0.774 0.344 0.674
C 1.205 2.470 -0.376
Br 1.002 2.745 1.576
C 2.581 1.799 -0.639
C 3.650 1.994 0.447
Br 3.358 2.719 -2.209
H 0.832 4.516 -3.982
H -2.417 4.371 -1.000
H -3.211 4.094 1.052
H -1.731 3.492 1.729
H -2.828 2.397 0.909
H -3.679 4.153 -2.619
H -3.134 0.861 -0.514
H -4.461 0.439 -3.209
H -3.352 -0.634 -2.381
H -4.909 -0.355 -1.647
H -5.400 2.232 -1.854
H -4.436 3.197 -0.735
H -5.205 0.481 0.293
H -6.569 1.486 -0.164
H -4.634 1.895 2.089
H -6.363 1.994 2.088
H -5.406 3.327 1.397
H -1.087 1.661 -3.985
H -2.535 0.719 -4.000
H 1.261 3.493 -0.724
H 2.536 0.730 -0.816
H 3.754 3.033 0.745
H 3.498 1.315 1.284
H 4.597 1.708 -0.017
C -3.163 -3.697 1.463
C -1.849 -3.380 2.170
C -1.301 -4.537 3.015
O -1.964 -4.736 4.249
C -3.164 -5.482 4.180
N -2.020 -2.154 2.958
H -4.012 -3.663 2.145
H -3.350 -2.962 0.679
H -3.134 -4.684 0.998
H -1.104 -3.176 1.395
H -0.266 -4.303 3.279
H -1.281 -5.471 2.439
H -3.108 -6.263 3.416
H -4.025 -4.839 3.983
H -3.313 -5.954 5.151
H -1.119 -1.879 3.342
H -2.576 -2.383 3.778
C 7.760 -3.208 0.432
C 6.412 -2.497 0.486
C 6.064 -1.727 -0.796
O 6.749 -0.500 -0.955
C 8.058 -0.599 -1.483
N 6.374 -1.640 1.674
H 8.591 -2.516 0.567
H 7.826 -3.946 1.232
H 7.896 -3.728 -0.518
H 5.642 -3.266 0.606
H 5.004 -1.462 -0.753
H 6.199 -2.356 -1.686
H 8.137 -1.411 -2.212
H 8.799 -0.740 -0.693
H 8.280 0.343 -1.985
H 5.440 -1.251 1.777
H 6.962 -0.831 1.491



Computed, not measured: C6H12O as an isolated structure, with ωB97M-V/def2-TZVPD.

Properties
E_tot   -310.87134 hartree
F_max   0.40 eV/Å
Relative energy (zero: lowest compared OMol25 entry of this formula, charge and spin)   5.114 eV
E_HOMO (spin up / spin down)   -7.5987 / -7.5727 eV
Lowest unoccupied orbital energy (spin up / spin down)   0.2 / 0.3 eV
Kohn-Sham gap (spin up / spin down)   7.8 / 7.9 eV

Cartesian coordinates (Å):
C 1.842 0.277 -1.830
C 0.788 0.703 -0.853
C 0.089 -0.241 -0.025
C -0.748 0.172 1.081
C -1.265 -0.826 2.074
C -1.157 -0.518 -0.936
O -1.465 -1.631 -1.287
H 2.603 1.060 -1.925
H 2.342 -0.641 -1.505
H 1.438 0.103 -2.838
H 1.207 1.525 0.831
H 0.273 1.638 -1.076
H 0.602 -1.192 0.126
H -1.343 1.074 0.938
H 0.705 1.356 1.447
H -1.608 -0.314 2.980
H -0.493 -1.546 2.362
H -2.119 -1.396 1.678
H -1.689 0.398 -1.242



Computed, not measured: C28H23F3N4O2RhS as an isolated structure at a distorted geometry, with ωB97M-V/def2-TZVPD.

Properties
E_tot   -2258.45177 hartree
F_max   1.17 eV/Å
Relative energy (zero: lowest compared OMol25 entry of this formula, charge and spin)   0.533 eV
E_HOMO   -10.6725 eV
Lowest unoccupied orbital energy   -4.4 eV
Kohn-Sham gap   6.3 eV
Total charge   +1

Cartesian coordinates (Å):
Rh -0.088 0.103 0.192
O -1.292 -1.278 3.773
C -1.074 -1.101 2.593
O -0.220 -0.230 2.143
C -1.866 -1.884 1.554
C -2.883 -2.744 1.996
C -3.621 -3.406 1.061
C -3.295 -3.282 -0.307
C -3.982 -4.001 -1.314
C -3.573 -3.929 -2.613
C -2.443 -3.155 -2.954
C -1.776 -2.430 -2.007
C -2.213 -2.445 -0.663
N -1.560 -1.699 0.283
H -3.046 -2.842 3.059
H -4.439 -4.055 1.351
H -4.821 -4.624 -1.031
H -4.093 -4.483 -3.381
H -2.088 -3.153 -3.976
H -0.883 -1.881 -2.266
C -3.188 1.599 3.004
N -1.819 2.055 3.140
C -1.163 2.087 4.457
C 0.262 2.573 4.125
N 0.253 2.558 2.663
C -0.928 2.214 2.185
S -1.219 2.044 0.465
H -3.829 2.197 3.649
H -3.261 0.552 3.302
H -3.509 1.715 1.972
H -1.165 1.073 4.860
H -1.696 2.754 5.130
H 1.022 1.898 4.514
H 0.455 3.583 4.486
H 1.068 2.599 2.070
F 0.359 -0.813 -6.564
C -0.181 0.333 -6.123
F 0.524 1.344 -6.646
F -1.431 0.410 -6.593
C -0.148 0.386 -4.613
C 1.050 0.162 -3.953
C 1.069 0.207 -2.573
N -0.035 0.451 -1.850
C -1.182 0.687 -2.498
C -1.283 0.672 -3.876
H 1.962 -0.047 -4.494
H 1.976 0.050 -2.006
H -2.052 0.894 -1.889
H -2.235 0.860 -4.350
C 1.713 0.670 0.369
C 2.907 0.843 0.477
C 4.317 1.039 0.658
C 5.195 0.979 -0.424
C 6.553 1.173 -0.234
C 7.047 1.431 1.037
C 6.180 1.492 2.120
C 4.823 1.293 1.935
H 4.808 0.776 -1.414
H 7.227 1.125 -1.078
H 8.107 1.582 1.184
H 6.565 1.690 3.111
H 4.142 1.328 2.775



Computed, not measured: a 3-piece molecular cluster, C3H12NO3 overall at a distorted geometry, with ωB97M-V/def2-TZVPD.

Properties
E_tot   -401.94714 hartree
F_max   8.44 eV/Å
Relative energy (zero: lowest compared OMol25 entry of this formula, charge and spin)   1.865 eV
E_HOMO   -3.4380 eV
Lowest unoccupied orbital energy   3.9 eV
Kohn-Sham gap   7.4 eV
Total charge   -1

Cartesian coordinates (Å):
C 0.217 1.731 0.724
N 0.504 0.844 -0.452
C 1.616 -0.155 -0.262
O 1.037 -1.417 -0.322
C -1.297 1.843 0.964
H 0.585 2.777 0.566
H 0.722 1.300 1.615
H -0.279 0.566 -1.004
H 2.040 0.012 -1.377
H 2.307 0.044 0.486
H -1.895 0.874 1.004
H -1.434 2.364 1.881
H -1.635 2.500 0.249
H -0.869 -1.469 1.088
H -0.697 -2.933 0.585
O -1.377 -2.367 1.039
H 0.347 -1.676 -1.630
H 0.258 -2.836 -2.664
O -0.151 -2.002 -2.492



Computed, not measured: a 2-piece molecular cluster, C28H29N2O4 overall at a distorted geometry, with ωB97M-V/def2-TZVPD.

Properties
E_tot   -1494.52855 hartree
F_max   1.53 eV/Å
E_HOMO   -9.2407 eV
Lowest unoccupied orbital energy   -5.2 eV
Kohn-Sham gap   4.1 eV
Total charge   +1

Cartesian coordinates (Å):
H -0.413 -1.242 -0.570
C -0.199 -1.530 -1.636
H 0.832 -1.917 -1.669
C -1.131 -2.609 -2.066
C -2.277 -2.325 -2.735
N -2.484 -1.079 -3.290
C -3.723 -0.767 -3.923
C -3.731 -0.121 -5.171
C -4.937 0.158 -5.790
C -6.152 -0.038 -5.078
O -7.307 0.341 -5.687
C -8.526 0.352 -4.903
C -6.132 -0.624 -3.783
C -4.927 -1.071 -3.262
C -1.452 -0.155 -3.289
C -0.389 -0.294 -2.454
C 0.469 0.897 -2.244
N 1.464 0.809 -1.307
O 0.269 1.942 -2.859
H -0.904 -3.638 -1.769
H -3.071 -3.055 -2.938
H -2.784 0.126 -5.652
H -4.965 0.562 -6.799
H -9.303 0.647 -5.611
H -8.756 -0.639 -4.485
H -8.460 1.086 -4.085
H -7.048 -0.736 -3.195
H -4.916 -1.601 -2.304
H -1.650 0.710 -3.929
H 1.722 -0.041 -0.835
H 2.093 1.587 -1.192
C 5.784 -0.442 4.632
O 5.282 -1.513 3.792
C 3.972 -1.479 3.435
C 3.576 -2.368 2.396
C 2.354 -2.189 1.807
C 1.434 -1.186 2.256
C 0.190 -1.105 1.597
C -0.863 -0.197 1.872
C -2.201 -0.642 1.655
C -3.285 0.096 2.062
C -3.080 1.379 2.630
O -4.188 2.052 3.043
C -4.004 3.345 3.678
C -1.763 1.897 2.763
C -0.683 1.113 2.400
C 1.789 -0.429 3.413
C 3.036 -0.568 3.990
H 6.842 -0.682 4.760
H 5.666 0.532 4.135
H 5.278 -0.426 5.608
H 4.264 -3.154 2.089
H 2.039 -2.846 0.993
H -0.046 -1.986 1.002
H -2.349 -1.620 1.208
H -4.299 -0.288 1.990
H -5.014 3.753 3.745
H -3.572 3.230 4.684
H -3.363 4.005 3.076
H -1.616 2.887 3.204
H 0.315 1.531 2.526
H 1.080 0.247 3.883
H 3.325 0.035 4.868



Computed, not measured: a 20-piece molecular cluster, C33H44B2Cl58FO4 overall at a distorted geometry, with ωB97M-V/def2-TZVPD.

Properties
E_tot   -28425.54490 hartree
F_max   1.69 eV/Å
E_HOMO   -5.3437 eV
Lowest unoccupied orbital energy   1.1 eV
Kohn-Sham gap   6.5 eV
Total charge   -1

Cartesian coordinates (Å):
C 1.739 0.086 -1.264
C 0.864 -0.691 -0.999
C -0.188 -1.666 -0.691
C -1.559 -1.029 -0.374
C -2.493 -0.876 -1.584
B -2.074 0.276 -2.667
C -1.780 1.688 -1.909
C -2.377 2.963 -2.536
C -1.490 4.205 -2.267
C -0.214 4.126 -3.129
C -1.104 4.332 -0.801
O -3.096 0.383 -3.803
C -2.513 0.193 -4.964
O -3.408 -0.201 -5.939
Cl -1.633 1.735 -5.690
C -1.327 -0.798 -4.598
F -2.059 -2.030 -4.389
B -0.223 -1.157 -5.696
O -0.355 -2.350 -6.385
C 1.026 -0.264 -6.043
C 2.328 -1.070 -5.866
O -0.869 -0.254 -3.462
H 2.509 0.780 -1.496
H -0.265 -2.386 -1.507
H 0.166 -2.200 0.199
H -2.053 -1.697 0.342
H -1.381 -0.094 0.163
H -3.480 -0.602 -1.177
H -2.617 -1.865 -2.034
H -2.204 1.611 -0.900
H -0.701 1.775 -1.751
H -2.478 2.890 -3.613
H -3.346 3.141 -2.054
H -2.039 5.087 -2.607
H 0.513 4.846 -2.747
H 0.199 3.117 -3.085
H -0.443 4.392 -4.162
H -0.660 5.323 -0.634
H -0.331 3.616 -0.517
H -1.964 4.240 -0.136
H -3.014 0.041 -6.784
H -0.429 -3.081 -5.761
H 1.052 0.667 -5.482
H 0.956 -0.019 -7.111
H 3.172 -0.575 -6.349
H 2.232 -2.059 -6.322
H 2.568 -1.227 -4.812
C 2.433 7.195 -4.685
Cl 1.019 7.924 -3.916
Cl 3.403 6.316 -3.504
Cl 1.958 6.147 -6.021
H 3.042 7.995 -5.087
C -0.673 10.749 -1.702
Cl -1.005 11.310 -0.054
Cl 1.050 10.845 -2.038
Cl -1.317 9.122 -1.949
H -1.184 11.416 -2.385
C 0.588 12.719 -6.014
Cl 2.014 13.706 -5.683
Cl 0.760 11.112 -5.318
Cl -0.872 13.508 -5.406
H 0.492 12.620 -7.087
C -2.631 8.433 1.736
Cl -4.053 9.175 2.479
Cl -1.689 7.533 2.933
Cl -3.109 7.406 0.394
H -2.001 9.222 1.347
C -5.313 5.424 -3.317
Cl -4.309 4.866 -4.646
Cl -4.382 6.380 -2.157
Cl -6.694 6.369 -3.894
H -5.694 4.554 -2.799
C 2.253 -5.609 -4.692
Cl 3.520 -4.695 -3.874
Cl 2.319 -7.316 -4.235
Cl 0.668 -4.931 -4.344
H 2.424 -5.542 -5.758
C -2.080 3.608 3.846
Cl -3.656 2.815 3.969
Cl -1.104 3.232 5.273
Cl -1.249 3.119 2.381
H -2.242 4.677 3.815
C 2.285 -9.973 -1.727
Cl 0.649 -9.480 -1.299
Cl 2.994 -10.985 -0.465
Cl 2.301 -10.808 -3.283
H 2.890 -9.080 -1.820
C 6.338 -13.089 1.210
Cl 4.694 -12.602 1.608
Cl 7.018 -14.097 2.491
Cl 6.392 -13.923 -0.343
H 6.943 -12.195 1.132
C 4.462 -10.385 5.344
Cl 3.055 -10.379 4.280
Cl 5.797 -11.275 4.604
Cl 4.952 -8.741 5.753
H 4.195 -10.896 6.259
C 8.642 -6.422 5.469
Cl 7.863 -6.140 7.025
Cl 10.397 -6.265 5.612
Cl 8.211 -8.008 4.837
H 8.291 -5.671 4.774
C -1.909 -0.428 4.796
Cl -3.494 -1.202 4.820
Cl -0.920 -0.994 6.157
Cl -1.095 -0.700 3.262
H -2.056 0.639 4.913
C -3.847 2.566 8.492
Cl -5.403 2.804 7.694
Cl -2.806 1.514 7.540
Cl -3.059 4.118 8.800
H -4.029 2.089 9.445
C -10.493 8.057 -2.810
Cl -12.051 7.276 -2.514
Cl -9.375 7.740 -1.486
Cl -9.815 7.533 -4.351
H -10.660 9.124 -2.862
C -15.099 5.661 -4.153
Cl -15.277 4.243 -5.186
Cl -16.246 6.921 -4.613
Cl -15.289 5.229 -2.453
H -14.099 6.052 -4.289
C 4.875 -14.295 7.425
Cl 4.894 -12.570 7.810
Cl 3.800 -14.612 6.066
Cl 6.507 -14.868 7.086
H 4.500 -14.825 8.290
C -7.585 11.181 2.419
Cl -9.022 11.941 3.110
Cl -6.674 10.318 3.658
Cl -8.018 10.103 1.094
H -6.952 11.963 2.023
C 10.751 -10.287 6.560
Cl 9.308 -11.279 6.379
Cl 11.518 -10.576 8.128
Cl 11.888 -10.584 5.247
H 10.453 -9.247 6.519
C 14.418 -10.991 10.605
Cl 15.156 -12.590 10.706
Cl 14.055 -10.365 12.214
Cl 15.453 -9.876 9.715
H 13.485 -11.088 10.067